C28H35IrN5OP2 | ωB97M-V with the def2-TZVPD basis set

```
72
Properties=species:S:1:pos:R:3
Ir 0.0913 0.1320 -0.7482
C -2.0187 1.7690 -7.4664
C -2.1254 0.4820 -7.1254
C -1.3639 -0.6228 -7.7947
C 0.1092 -0.2992 -8.1329
C 0.8679 0.4911 -7.0984
C 0.9381 1.8302 -7.1413
C 0.2804 2.6408 -8.2373
C -1.1796 2.2658 -8.6048
C 1.5142 0.9420 0.5928
H -2.6339 2.5378 -6.9883
H -2.9050 0.1545 -6.4334
H -1.8735 -0.9305 -8.7286
H -1.3982 -1.5082 -7.1483
H 0.6246 -1.2517 -8.3381
H 0.1212 0.2114 -9.1072
H 1.4517 -0.0787 -6.3631
H 1.5868 2.3990 -6.4661
H 0.8689 2.5994 -9.1778
H 0.2892 3.7054 -7.9527
H -1.6526 3.1605 -9.0511
H -1.1702 1.5379 -9.4307
H 1.0019 1.6321 1.2780
H 2.4603 1.3824 0.2546
H 1.7323 0.0199 1.1415
P 1.6134 -0.5140 -2.1416
P -1.3490 -0.8743 -2.0404
N 2.6177 0.8357 -2.5838
N 2.8076 -1.6474 -1.4926
N -2.0859 0.5472 -2.7725
N -2.7073 -1.7661 -1.4104
C 0.8490 -1.1918 -3.6375
C -0.5146 -1.8140 -3.3143
C 2.3781 2.1653 -2.2139
C 3.3623 2.9576 -2.7852
C 4.2300 2.1014 -3.5375
C 3.7483 0.7991 -3.3916
C 3.6288 -1.4842 -0.3626
C 4.3244 -2.6724 -0.1481
C 3.9279 -3.5931 -1.1695
C 2.9995 -2.9435 -1.9742
C -2.0220 1.8462 -2.2603
C -2.5109 2.7093 -3.2319
C -2.8887 1.9307 -4.3543
C -2.6165 0.6011 -4.0429
C -3.8786 -2.0318 -2.1364
C -4.7488 -2.7761 -1.3466
C -4.0958 -3.0070 -0.0926
C -2.8391 -2.4126 -0.1697
H 1.5213 -1.9287 -4.0811
H 0.7539 -0.3673 -4.3631
H -1.1271 -1.8893 -4.2147
H -0.4368 -2.8159 -2.8592
H 1.5628 2.4003 -1.5422
H 3.4314 4.0344 -2.6769
H 5.0854 2.3985 -4.1202
H 4.1078 -0.1479 -3.7726
H 3.6352 -0.5493 0.1786
H 5.0210 -2.8624 0.6540
H 4.2692 -4.6094 -1.2805
H 2.4523 -3.2662 -2.8479
H -1.5782 2.0289 -1.2905
H -2.5761 3.7861 -3.1337
H -3.2509 2.3013 -5.2928
H -2.6891 -0.3020 -4.6331
H -3.9945 -1.6514 -3.1393
H -5.7343 -3.1220 -1.6256
H -4.4997 -3.5488 0.7536
H -2.0344 -2.3710 0.5500
O -1.4918 -0.3142 3.1437
C -1.2531 -0.1641 1.9789
N -1.0208 -0.0069 0.8178
```

Output
Spin multiplicity ... 6
LUMO energy (alpha / beta) ... -6.3 / -10.2 eV
Energy ... -60493.200 eV
Highest occupied orbital energy (alpha / beta) ... -11.099 / -13.412 eV
Relative energy (zero: lowest compared OMol25 entry of this formula, charge and spin) ... 0.0 kcal per mole
Kohn-Sham gap (alpha / beta) ... 4.761 / 3.189 eV
Molar mass ... 711.787 g mol⁻¹
Net charge ... +2